C3H7I2N2O2 | wB97M-V/def2-TZVPD

```
16
Properties=species:S:1:pos:R:3
I -0.94241 -1.69075 -1.92034
I 0.70914 0.83185 2.70085
O -0.67366 2.15306 0.10023
O 1.69637 -1.86942 -0.38147
N -1.77886 0.18771 0.68829
N 1.39504 0.68842 -0.94915
C 0.44536 0.15112 -0.18585
C 0.48748 -1.34841 -0.16077
C -0.72812 0.83707 0.26638
H 1.45199 1.67191 -1.17789
H -2.62619 0.82292 0.71768
H -1.28363 2.67961 0.61144
H 1.91991 -2.78826 -0.59502
H 2.26655 0.20161 -1.04946
H -2.01566 -0.79584 0.84804
H -0.32330 -1.73261 0.48703
```

Values from the calculation:
* calculated total energy: -973.5903 Ha
* relative energy (zero: lowest compared OMol25 entry of this formula, charge and spin): 24.56 kcal/mol
* LUMO (alpha / beta): -5.926 / -6.044 eV
* Kohn-Sham gap (alpha / beta): 6.88 / 6.45 eV
* net charge: +1

---

C3H7IN | wB97M-V/def2-TZVPD

```
12
Properties=species:S:1:pos:R:3
I -2.15359 -0.69590 0.73623
N 1.56540 -0.30725 0.68029
C -2.27047 0.96878 -0.53340
C 0.79080 -0.05857 1.47920
C 2.03853 -0.95394 -0.44726
H -2.69372 1.74964 0.14905
H -1.32215 1.22523 -0.93468
H 3.11083 -0.77027 -0.48802
H 0.45543 0.62006 2.21626
H 2.04057 -2.10722 -0.23712
H 1.42686 -0.65997 -1.30603
H -2.98848 0.98942 -1.31452
```

Values from the calculation:
* calculated total energy: -470.6055 Ha
* relative energy (zero: lowest compared OMol25 entry of this formula, charge and spin): 61.38 kcal/mol
* LUMO: -5.123 eV
* Kohn-Sham gap: 8.36 eV
* net charge: +1

---

Copy entry 1 word for word.
C3H7I2N2O2 | wB97M-V/def2-TZVPD

```
16
Properties=species:S:1:pos:R:3
I -0.94241 -1.69075 -1.92034
I 0.70914 0.83185 2.70085
O -0.67366 2.15306 0.10023
O 1.69637 -1.86942 -0.38147
N -1.77886 0.18771 0.68829
N 1.39504 0.68842 -0.94915
C 0.44536 0.15112 -0.18585
C 0.48748 -1.34841 -0.16077
C -0.72812 0.83707 0.26638
H 1.45199 1.67191 -1.17789
H -2.62619 0.82292 0.71768
H -1.28363 2.67961 0.61144
H 1.91991 -2.78826 -0.59502
H 2.26655 0.20161 -1.04946
H -2.01566 -0.79584 0.84804
H -0.32330 -1.73261 0.48703
```

Values from the calculation:
* calculated total energy: -973.5903 Ha
* relative energy (zero: lowest compared OMol25 entry of this formula, charge and spin): 24.56 kcal/mol
* LUMO (alpha / beta): -5.926 / -6.044 eV
* Kohn-Sham gap (alpha / beta): 6.88 / 6.45 eV
* net charge: +1